<A>
Formula: CHBrF2OS
Source: OMol25
Level of theory: ωB97M-V with the def2-TZVPD basis set

Structure (XYZ):
```
7
Properties=species:S:1:pos:R:3
C -0.537 -0.875 0.368
O -0.013 1.901 -1.623
F -1.051 -1.820 -0.519
F 0.390 -1.497 1.013
S 0.902 1.019 -1.044
Br 1.713 1.899 0.793
H -1.404 -0.627 1.012
```

Values from the calculation:
2S+1: 1
Kohn-Sham gap (alpha / beta): 8.361 / 8.410 eV
Net charge: 0

***

<B>
Formula: CHBrF2OS
Source: OMol25
Level of theory: ωB97M-V with the def2-TZVPD basis set

Structure (XYZ):
```
7
Properties=species:S:1:pos:R:3
C 0.427 0.357 0.459
O -1.934 0.458 -0.745
F 0.014 1.098 1.603
F 1.478 -0.481 0.882
S -1.191 -0.571 -0.093
Br 0.195 -1.943 -1.837
H 1.011 1.083 -0.270
```

Values from the calculation:
2S+1: 1
Kohn-Sham gap (alpha / beta): 8.324 / 8.322 eV
Net charge: 0

***

Which of them is most stable? Easy: <B>.

***

<A>
Formula: C19H26FN3O2
Source: OMol25
Level of theory: ωB97M-V with the def2-TZVPD basis set

Structure (XYZ):
```
51
Properties=species:S:1:pos:R:3
C -3.145 -4.557 -0.990
C -2.165 -3.405 -0.795
C -2.570 -2.445 0.324
C -3.758 -1.565 -0.065
N -4.333 -0.880 1.081
C -5.690 -0.419 0.870
C -5.930 0.546 -0.297
H -5.338 1.450 -0.182
H -5.669 0.079 -1.244
H -6.981 0.820 -0.329
H -6.021 0.054 1.799
H -6.307 -1.312 0.717
C -3.450 0.055 1.754
C -2.908 1.184 0.928
C -3.216 2.515 0.893
C -2.383 3.091 -0.096
C -1.627 2.073 -0.600
O -1.939 0.919 0.027
C -0.545 2.052 -1.628
N 0.771 2.191 -1.027
C 1.623 1.122 -0.955
O 1.416 0.081 -1.536
N 2.741 1.393 -0.193
C 3.854 0.583 0.028
C 4.910 1.117 0.768
C 6.040 0.367 1.029
C 6.107 -0.926 0.544
C 5.074 -1.478 -0.190
C 3.945 -0.723 -0.448
H 3.132 -1.136 -1.019
H 5.157 -2.489 -0.555
F 7.211 -1.665 0.796
H 6.860 0.773 1.599
H 4.846 2.130 1.141
H 2.811 2.316 0.211
H 0.901 2.982 -0.418
H -0.701 2.864 -2.345
H -0.538 1.090 -2.146
H -2.358 4.119 -0.397
H -3.942 3.021 1.496
H -3.996 0.481 2.599
H -2.606 -0.521 2.146
H -4.552 -2.196 -0.471
H -3.439 -0.872 -0.858
H -1.713 -1.810 0.553
H -2.829 -3.012 1.221
H -2.065 -2.846 -1.728
H -1.183 -3.820 -0.557
H -3.260 -5.117 -0.065
H -2.781 -5.235 -1.759
H -4.124 -4.197 -1.296
```

Values from the calculation:
2S+1: 1
Kohn-Sham gap: 8.684 eV
Net charge: 0
Structure (SMILES): CCCCN(CC)Cc1ccc(CNC(=O)Nc2ccc(F)cc2)o1

***

<B>
Formula: C19H26FN3O2
Source: OMol25
Level of theory: ωB97M-V with the def2-TZVPD basis set

Structure (XYZ):
```
51
Properties=species:S:1:pos:R:3
C 3.581 -1.839 -2.796
C 3.720 -1.230 -1.407
H 4.236 -0.270 -1.495
H 4.323 -1.880 -0.771
C 2.368 -0.994 -0.718
N 2.560 -0.212 0.499
C 3.159 -0.686 1.622
O 3.398 -1.845 1.872
C 3.476 0.497 2.528
C 2.802 1.696 1.867
H 1.843 1.910 2.340
H 3.408 2.599 1.910
C 2.595 1.237 0.414
H 3.454 1.548 -0.201
C 1.395 1.917 -0.253
O 1.603 2.717 -1.149
N 0.152 1.688 0.216
C -0.283 0.702 1.177
H 0.548 0.082 1.502
C -1.359 -0.185 0.540
N -2.462 0.631 0.076
C -3.739 0.090 0.009
C -4.326 -0.505 1.133
C -5.606 -1.014 1.127
C -6.372 -0.925 -0.023
C -5.831 -0.328 -1.147
C -4.540 0.165 -1.134
H -4.140 0.604 -2.034
H -6.415 -0.252 -2.052
H -7.377 -1.315 -0.035
H -5.993 -1.459 2.031
F -3.627 -0.579 2.297
C -2.020 1.570 -0.930
H -2.858 2.193 -1.242
C -0.952 2.470 -0.308
H -0.551 3.161 -1.052
H -1.398 3.037 0.517
H -1.600 1.059 -1.811
H -1.701 -0.912 1.273
H -0.916 -0.728 -0.311
H -0.720 1.214 2.042
H 4.562 0.604 2.557
H 3.133 0.305 3.543
C 1.651 -2.306 -0.412
H 1.311 -2.768 -1.334
H 0.790 -2.133 0.229
H 2.322 -2.986 0.105
H 1.738 -0.379 -1.374
H 3.164 -2.841 -2.745
H 4.556 -1.902 -3.273
H 2.936 -1.223 -3.419
```

Values from the calculation:
2S+1: 1
Kohn-Sham gap: 8.989 eV
Net charge: 0
Structure (SMILES): CC[C@@H](C)N1C(=O)CC[C@@H]1C(=O)N1CCN(c2ccccc2F)CC1

***

Which of them is most stable? Easy: <B>.

***

<A>
Formula: C5H8NO2
Source: OMol25
Level of theory: ωB97M-V with the def2-TZVPD basis set

Structure (XYZ):
```
16
Properties=species:S:1:pos:R:3
C -0.021 0.550 -1.105
C -0.712 -0.210 -0.233
C 1.338 0.787 -0.532
C 0.169 -0.354 0.944
C -2.028 -0.864 -0.333
N 0.967 0.861 0.986
O 2.128 -0.349 -0.531
O 1.474 -1.333 0.200
H -0.292 0.841 -2.101
H 1.943 1.607 -0.918
H -0.072 -0.907 1.838
H -2.728 -0.420 0.377
H -1.937 -1.918 -0.069
H -2.426 -0.778 -1.338
H 1.789 0.794 1.603
H 0.410 1.694 1.212
```

Values from the calculation:
2S+1: 1
Kohn-Sham gap: 9.995 eV
Net charge: +1

***

<B>
Formula: C5H8NO2
Source: OMol25
Level of theory: ωB97M-V with the def2-TZVPD basis set

Structure (XYZ):
```
16
Properties=species:S:1:pos:R:3
C -0.412 0.752 0.605
C -0.306 -1.669 0.568
C 0.928 1.234 -2.505
C -0.900 -2.501 2.742
C 1.306 1.376 -1.092
N 0.557 1.026 -0.156
O -0.705 -0.384 1.126
O -0.470 -2.584 1.378
H -1.030 1.579 0.967
H 1.473 0.377 -2.915
H -0.136 1.051 -2.632
H 1.243 2.099 -3.084
H -0.223 -3.126 3.325
H -1.907 -2.915 2.801
H -0.892 -1.476 3.112
H 2.312 1.708 -0.854
```

Values from the calculation:
2S+1: 1
Kohn-Sham gap: 9.517 eV
Net charge: +1

***

Which of them is most stable? Easy: <B>.